Computed, not measured: the molecule C5H8O at a distorted geometry, with ωB97M-V/def2-TZVPD.

Values from the calculation:
Frontier orbital gap = 8.553 eV
Energy relative to the best compared isomer or geometry (same formula, charge and spin) = 53.2 kcal/mol
HOMO = -7.7 eV

The geometry in XYZ format:
```
14
C5H8O (ωB97M-V/def2-TZVPD)
C -2.1072 -2.2178 -0.5316
C -1.6146 -0.7975 -0.3584
C -0.5374 -0.4077 0.3477
C 0.4334 0.5667 -0.1635
C 1.4328 1.0426 0.6059
O 2.2806 1.9938 0.0952
H -1.5902 -2.7703 -1.3067
H -3.1583 -2.1366 -0.8465
H -2.0146 -2.7619 0.4057
H -2.1272 -0.0608 -0.9759
H -0.2029 -1.0189 1.2002
H 0.0260 1.2490 -0.9147
H 1.5918 0.8028 1.6510
H 3.1251 1.8881 0.5600
```

How is the electron density shared among the atoms? According to Löwdin, the charges in e are:
1 C -0.1082
2 C -0.1778
3 C -0.1497
4 C -0.1003
5 C -0.1964
6 O -0.0142
7 H 0.0686
8 H 0.0668
9 H 0.0683
10 H 0.0947
11 H 0.1089
12 H 0.1199
13 H 0.1198
14 H 0.0995

Computed, not measured: the molecule C5H8O, with ωB97M-V/def2-TZVPD.

Values from the calculation:
Frontier orbital gap = 10.568 eV
Energy relative to the best compared isomer or geometry (same formula, charge and spin) = 54.4 kcal/mol
HOMO = -9.5 eV

The geometry in XYZ format:
```
14
C5H8O (ωB97M-V/def2-TZVPD)
C 0.2640 -0.3135 -1.4489
C 0.7014 0.9924 -0.8323
C -0.0065 -0.0373 -0.0188
C -1.3182 0.1621 0.7060
O -0.7434 -0.3973 1.9118
C 0.4902 -0.7304 1.2415
H -0.5908 -0.3083 -2.1169
H 1.0320 -1.0425 -1.6925
H 1.7636 1.1510 -0.6614
H 0.1432 1.8905 -1.0876
H -1.6278 1.2071 0.8381
H -2.1674 -0.4156 0.3085
H 1.4628 -0.3414 1.6078
H 0.5969 -1.8167 1.2449
```

How is the electron density shared among the atoms? According to Löwdin, the charges in e are:
1 C -0.0787
2 C -0.0803
3 C -0.4078
4 C -0.1134
5 O -0.1031
6 C -0.1164
7 H 0.1034
8 H 0.1049
9 H 0.1039
10 H 0.1044
11 H 0.1211
12 H 0.1229
13 H 0.1239
14 H 0.1153

Computed, not measured: a cluster of 2 separate species, C5H8O in total at a distorted geometry, with ωB97M-V/def2-TZVPD.

Values from the calculation:
Frontier orbital gap = 10.212 eV
Energy relative to the best compared isomer or geometry (same formula, charge and spin) = 89.1 kcal/mol
HOMO = -9.0 eV

The geometry in XYZ format:
```
14
C5H8O (ωB97M-V/def2-TZVPD)
C -0.1436 1.6187 0.4475
C 1.0689 1.0726 0.3609
C 1.0046 -0.3747 0.0730
O 0.1053 -1.1661 0.8394
C -0.4728 -0.5528 -0.2869
C -1.2663 0.6585 0.1409
H -0.3317 2.6225 0.7831
H 2.0102 1.5978 0.4404
H 1.9538 -0.9091 -0.1231
H -0.6734 -0.9983 -1.2491
H -1.9781 1.0364 -0.6040
H -1.8507 0.4423 1.0517
H -0.0605 -2.5643 -0.8115
H 0.6343 -2.4833 -1.0623
```

How is the electron density shared among the atoms? According to Löwdin, the charges in e are:
1 C -0.0802
2 C -0.0492
3 C -0.2457
4 O -0.0509
5 C -0.3179
6 C -0.1164
7 H 0.0956
8 H 0.1018
9 H 0.1434
10 H 0.0973
11 H 0.1153
12 H 0.1311
13 H 0.0871
14 H 0.0885

Computed, not measured: the molecule C5H8O, with ωB97M-V/def2-TZVPD.

Values from the calculation:
Frontier orbital gap = 10.693 eV
Energy relative to the best compared isomer or geometry (same formula, charge and spin) = 47.1 kcal/mol
HOMO = -9.6 eV

The geometry in XYZ format:
```
14
C5H8O (ωB97M-V/def2-TZVPD)
C 0.0441 -1.8223 0.5933
C 0.1789 -0.4333 0.0580
C -0.3640 0.8280 0.7318
C -0.1259 1.6039 -0.5942
C 0.2306 0.2585 -1.2409
O 1.4269 -0.1263 -0.5675
H -0.9875 -2.0571 0.8739
H 0.6591 -1.8716 1.5013
H 0.4212 -2.5714 -0.1085
H -1.4382 0.7013 0.9118
H 0.1252 1.1647 1.6504
H -0.9929 2.1484 -0.9746
H 0.7508 2.2579 -0.5728
H 0.0718 -0.0807 -2.2620
```

How is the electron density shared among the atoms? According to Löwdin, the charges in e are:
1 C -0.0024
2 C -0.4591
3 C -0.0893
4 C -0.0966
5 C -0.1997
6 O 0.0022
7 H 0.0821
8 H 0.0902
9 H 0.0863
10 H 0.1161
11 H 0.1108
12 H 0.1047
13 H 0.1107
14 H 0.1440

Computed, not measured: a structure of composition C5H8O at a distorted geometry, with ωB97M-V/def2-TZVPD.

Values from the calculation:
Frontier orbital gap = 9.410 eV
Energy relative to the best compared isomer or geometry (same formula, charge and spin) = 79.6 kcal/mol
HOMO = -8.7 eV

The geometry in XYZ format:
```
14
C5H8O (ωB97M-V/def2-TZVPD)
C -1.1137 1.2400 -0.0242
C 0.0530 0.3529 -0.1365
C 0.8929 -0.0278 0.9715
C 0.4404 -1.3094 0.4188
C 0.2776 -0.4035 -1.3387
O -0.7186 -0.3566 -2.0608
H -0.9868 1.9405 0.8077
H -1.2823 1.8663 -0.9075
H -2.0967 0.8054 0.1586
H 1.9526 0.1309 0.8895
H 0.5064 0.2492 1.9409
H -0.3841 -1.7766 0.9204
H 1.2193 -2.0366 0.1697
H 1.2400 -0.6746 -1.8093
```

How is the electron density shared among the atoms? According to Löwdin, the charges in e are:
1 C -0.0238
2 C -0.2859
3 C -0.1602
4 C -0.0151
5 C -0.3633
6 O -0.0440
7 H 0.0868
8 H 0.1001
9 H 0.0971
10 H 0.1166
11 H 0.1223
12 H 0.1041
13 H 0.1176
14 H 0.1477

Computed, not measured: the molecule C5H8O at a distorted geometry, with ωB97M-V/def2-TZVPD.

Values from the calculation:
Frontier orbital gap = 8.626 eV
Energy relative to the best compared isomer or geometry (same formula, charge and spin) = 115.6 kcal/mol
HOMO = -8.7 eV

The geometry in XYZ format:
```
14
C5H8O (ωB97M-V/def2-TZVPD)
C -1.2310 0.0200 -0.1452
C -1.5769 1.4010 0.2770
C -0.1582 -0.4223 0.7653
C 0.8661 -1.0609 -0.0002
C 2.2319 -0.5877 0.3460
O 1.8226 -1.8679 0.6853
H -1.0514 -0.0341 -1.2240
H -2.0763 -0.6514 0.0760
H -2.5366 1.7705 -0.0641
H -0.8642 2.1614 -0.0442
H -1.5971 1.3326 1.3721
H 0.7250 -1.3696 -1.0386
H 2.9468 -0.5079 -0.4696
H 2.3467 0.1034 1.1750
```

How is the electron density shared among the atoms? According to Löwdin, the charges in e are:
1 C -0.3237
2 C -0.1412
3 C 0.1052
4 C -0.3524
5 C -0.1132
6 O -0.0182
7 H 0.1049
8 H 0.1397
9 H 0.0677
10 H 0.0782
11 H 0.0749
12 H 0.1426
13 H 0.1193
14 H 0.1162